1.
{
  "formula": "C3H8O2S2",
  "method": "ωB97M-V with the def2-TZVPD basis set",
  "elements": ["C", "C", "O", "C", "S", "S", "H", "H", "H", "H", "H", "H", "H", "H", "O"],
  "xyz": [[-0.530, 0.041, -0.769], [-1.670, -0.793, -0.252], [-1.649, -1.335, 0.826], [0.700, -0.833, -0.992], [2.142, 0.083, -1.608], [2.607, 1.239, 0.036], [-0.297, 0.803, -0.021], [-0.809, 0.538, -1.701], [-2.544, -0.946, -0.911], [0.519, -1.600, -1.750], [0.980, -1.350, -0.075], [2.044, 2.380, -0.383], [-1.069, 0.120, 2.249], [0.184, 0.701, 2.916], [-0.607, 0.953, 2.433]],
  "mulliken_charge": [-0.199, -0.090, -0.515, -0.736, -0.064, -0.217, 0.274, 0.298, 0.358, 0.371, 0.359, 0.171, 0.330, 0.306, -0.645],
  "smiles": "O=CCCSS.O",
  "lumo_energy_ev": 0.44,
  "de_lowest_kcal_mol": 19.4,
  "energy_ev": -29006.0066,
  "largest_force_ha_per_bohr": 0.0059,
  "total_charge": 0
}

2.
{
  "formula": "C40H48I3N5O5Si2",
  "method": "ωB97M-V with the def2-TZVPD basis set",
  "elements": ["C", "C", "C", "O", "O", "C", "C", "C", "C", "C", "C", "Si", "C", "O", "N", "O", "C", "C", "C", "C", "C", "C", "C", "O", "Si", "I", "C", "I", "C", "C", "I", "H", "H", "H", "H", "H", "H", "H", "H", "H", "H", "H", "H", "H", "H", "H", "H", "H", "H", "H", "H", "H", "H", "H", "H", "H", "H", "H", "H", "N", "C", "C", "C", "C", "C", "H", "H", "H", "H", "H", "N", "C", "C", "C", "C", "C", "H", "H", "H", "H", "H", "N", "C", "C", "C", "C", "C", "H", "H", "H", "H", "H", "N", "C", "C", "C", "C", "C", "H", "H", "H", "H", "H"],
  "xyz": [[1.496, 3.537, 2.141], [0.728, 4.369, 2.854], [-0.748, 4.525, 2.769], [-1.412, 4.848, 3.719], [-1.303, 4.377, 1.529], [-1.919, 3.100, 1.296], [-1.291, 2.378, 0.117], [-2.133, 1.201, -0.415], [-2.962, 0.447, 0.633], [-2.043, -0.374, 1.565], [-1.877, -1.819, 1.055], [-0.411, -2.653, 1.839], [-0.621, -4.546, 1.783], [-1.668, -4.999, 0.902], [-2.858, -5.124, 1.602], [-3.775, -5.178, 0.881], [-0.410, -2.190, 3.671], [0.587, -1.122, 4.046], [0.128, 0.110, 4.511], [1.004, 1.134, 4.848], [2.375, 0.942, 4.727], [2.846, -0.291, 4.295], [1.967, -1.310, 3.960], [1.050, -2.116, 1.232], [1.324, -1.832, -0.354], [0.513, -3.586, -1.850], [3.145, -1.669, -0.671], [4.201, -3.469, -0.360], [3.817, -0.585, -1.055], [5.283, -0.482, -1.357], [2.832, 1.275, -1.301], [2.497, 3.794, 1.814], [1.144, 2.544, 1.879], [1.191, 4.997, 3.611], [-2.985, 3.258, 1.112], [-1.863, 2.467, 2.186], [-0.331, 1.975, 0.447], [-1.085, 3.076, -0.694], [-2.739, 1.504, -1.271], [-1.416, 0.472, -0.811], [-3.596, -0.256, 0.087], [-3.618, 1.097, 1.214], [-2.547, -0.430, 2.531], [-1.070, 0.115, 1.656], [-1.898, -1.852, -0.038], [-2.761, -2.380, 1.380], [-0.889, -4.856, 2.799], [0.305, -5.072, 1.546], [-0.293, -3.076, 4.302], [-1.409, -1.800, 3.878], [-0.940, 0.270, 4.612], [0.602, 2.075, 5.200], [3.052, 1.751, 4.968], [3.912, -0.449, 4.199], [2.343, -2.262, 3.605], [0.598, -0.617, -0.732], [5.663, -1.430, -1.732], [5.453, 0.261, -2.134], [5.835, -0.176, -0.467], [-4.383, 2.396, -2.605], [-5.331, 2.455, -1.673], [-6.687, 2.483, -1.956], [-7.082, 2.450, -3.283], [-6.108, 2.389, -4.267], [-4.778, 2.363, -3.876], [-4.979, 2.481, -0.646], [-7.413, 2.530, -1.155], [-8.132, 2.471, -3.547], [-6.371, 2.362, -5.315], [-3.986, 2.313, -4.615], [-3.990, -2.121, 3.956], [-4.252, -3.405, 4.198], [-5.373, -3.843, 4.885], [-6.270, -2.895, 5.352], [-6.010, -1.556, 5.111], [-4.862, -1.223, 4.410], [-3.522, -4.110, 3.818], [-5.537, -4.899, 5.048], [-7.157, -3.195, 5.894], [-6.683, -0.783, 5.458], [-4.626, -0.184, 4.198], [6.837, 2.228, -3.053], [5.814, 2.989, -3.435], [5.798, 3.718, -4.615], [6.907, 3.655, -5.442], [7.980, 2.868, -5.058], [7.895, 2.176, -3.860], [4.966, 3.009, -2.759], [4.936, 4.317, -4.876], [6.933, 4.208, -6.372], [8.866, 2.789, -5.673], [8.712, 1.547, -3.526], [4.309, -1.159, -5.399], [3.338, -1.617, -4.613], [2.481, -2.650, -4.964], [2.640, -3.240, -6.207], [3.645, -2.775, -7.040], [4.449, -1.738, -6.590], [3.241, -1.129, -3.648], [1.717, -2.972, -4.267], [1.992, -4.049, -6.521], [3.806, -3.205, -8.020], [5.248, -1.349, -7.212]],
  "mulliken_charge": [-0.312, -0.309, 0.658, -0.571, -0.344, -0.429, 0.101, 0.218, -1.184, 0.288, -0.400, 0.184, -0.645, -0.184, 0.202, -0.398, -0.655, 0.119, -0.113, -0.685, -0.474, -0.831, -0.163, 0.132, 0.380, -0.130, 0.319, 0.005, -0.333, -1.158, 0.060, 0.283, 0.013, 0.390, 0.034, 0.398, -0.401, 0.556, -0.041, -0.271, 0.440, 0.722, -0.227, -0.042, 0.565, 0.223, 0.407, 0.443, 0.687, 0.082, 0.360, 0.462, 0.446, 0.411, 0.351, -0.286, 0.475, 0.081, 0.324, -0.270, 0.129, -0.778, -0.112, -0.547, -0.227, 0.224, 0.362, 0.373, 0.355, 0.373, -0.047, 0.138, -1.011, -0.100, -0.771, -0.138, 0.343, 0.385, 0.389, 0.379, 0.407, -0.411, -0.074, -0.569, -0.172, -0.461, -0.175, 0.369, 0.356, 0.380, 0.362, 0.364, -0.401, 0.110, -0.148, -0.515, -0.300, -0.333, 0.322, 0.095, 0.390, 0.368, 0.353],
  "lumo_energy_ev": -0.08,
  "energy_ev": -100002.9295,
  "largest_force_ha_per_bohr": 0.0238,
  "total_charge": 0
}

3.
{
  "formula": "CH4NOPS",
  "method": "ωB97M-V with the def2-TZVPD basis set",
  "elements": ["C", "N", "O", "P", "S", "H", "H", "H", "H"],
  "xyz": [[0.818, -0.185, 0.709], [-1.111, 0.076, -1.059], [0.454, -1.462, 0.351], [0.203, 1.137, -0.561], [-1.442, -1.276, -0.165], [0.604, -0.011, 1.752], [1.900, 0.063, 0.506], [-1.002, -0.203, -2.120], [-0.425, 1.861, 0.587]],
  "mulliken_charge": [-0.354, -0.373, -0.478, 0.093, 0.109, 0.365, 0.263, 0.320, 0.054],
  "smiles": "C1OSNP1",
  "lumo_energy_ev": -0.08,
  "de_lowest_kcal_mol": 33.5,
  "energy_ev": -24761.0415,
  "largest_force_ha_per_bohr": 0.0621,
  "total_charge": 0
}

4.
{
  "formula": "C4H5N2",
  "method": "ωB97M-V with the def2-TZVPD basis set",
  "elements": ["C", "C", "C", "C", "N", "N", "H", "H", "H", "H", "H"],
  "xyz": [[1.586, 1.357, -0.508], [2.351, 1.630, -1.488], [0.031, 0.225, 0.208], [0.746, 0.115, -1.148], [0.788, 1.183, 0.693], [-0.889, -0.557, 0.737], [0.152, 0.308, -1.946], [1.158, -0.837, -1.360], [0.683, 1.709, 1.567], [-1.526, -1.186, 0.268], [-1.369, -0.312, 1.604]],
  "mulliken_charge": [0.509, -0.579, 0.405, -0.548, -0.001, -0.360, 0.374, 0.376, 0.274, 0.278, 0.274],
  "lumo_energy_ev": -4.80,
  "de_lowest_kcal_mol": 85.7,
  "energy_ev": -7196.8347,
  "largest_force_ha_per_bohr": 0.0643,
  "total_charge": 1
}

5.
{
  "formula": "C16H40AlF3O18S6",
  "method": "ωB97M-V with the def2-TZVPD basis set",
  "elements": ["Al", "C", "F", "F", "F", "S", "O", "O", "O", "O", "S", "O", "O", "C", "C", "C", "H", "H", "H", "H", "H", "H", "H", "H", "O", "S", "O", "O", "C", "C", "C", "H", "H", "H", "H", "H", "H", "H", "H", "O", "S", "O", "O", "C", "C", "C", "H", "H", "H", "H", "H", "H", "H", "H", "O", "S", "O", "O", "C", "C", "C", "H", "H", "H", "H", "H", "H", "H", "H", "O", "S", "O", "O", "C", "C", "C", "H", "H", "H", "H", "H", "H", "H", "H"],
  "xyz": [[23.058, -16.548, 11.651], [23.222, -10.941, 11.617], [23.202, -9.773, 12.348], [22.143, -11.128, 10.860], [24.348, -11.047, 10.883], [23.094, -12.406, 12.876], [24.329, -12.223, 13.650], [21.865, -12.374, 13.736], [23.089, -13.690, 12.148], [20.537, -15.296, 12.641], [19.281, -14.553, 12.733], [18.091, -15.083, 12.035], [18.996, -14.148, 14.316], [17.718, -13.685, 14.680], [17.838, -12.367, 15.479], [19.444, -12.940, 11.967], [17.138, -14.420, 15.239], [17.156, -13.512, 13.762], [18.732, -11.775, 15.280], [17.980, -12.476, 16.554], [16.957, -11.727, 15.432], [19.484, -12.259, 12.816], [18.540, -12.597, 11.463], [20.260, -12.805, 11.257], [25.309, -15.284, 10.183], [26.352, -14.417, 9.654], [27.339, -13.776, 10.504], [27.183, -15.252, 8.513], [28.188, -14.616, 7.777], [29.411, -15.549, 7.933], [25.534, -13.264, 8.583], [28.317, -13.571, 8.057], [27.983, -14.573, 6.708], [30.186, -14.928, 7.484], [29.613, -16.455, 7.362], [29.585, -15.617, 9.007], [24.820, -13.802, 7.960], [26.254, -12.645, 8.048], [25.018, -12.561, 9.237], [25.581, -18.000, 11.292], [26.591, -18.956, 11.631], [26.737, -19.465, 13.054], [26.415, -20.361, 10.693], [25.906, -20.206, 9.361], [27.150, -20.597, 8.444], [28.213, -18.461, 10.972], [25.673, -19.178, 9.081], [25.023, -20.829, 9.215], [27.819, -21.345, 8.869], [27.876, -19.785, 8.410], [26.932, -20.919, 7.425], [28.208, -18.083, 9.949], [28.754, -19.407, 10.993], [28.539, -17.677, 11.657], [27.989, -15.856, 13.095], [26.739, -15.288, 13.676], [25.461, -15.645, 13.045], [26.592, -15.528, 15.295], [27.646, -16.067, 16.099], [28.789, -15.031, 16.402], [26.896, -13.422, 13.787], [28.060, -17.014, 15.750], [27.306, -16.277, 17.113], [28.335, -14.149, 16.855], [29.231, -14.686, 15.467], [29.501, -15.619, 16.981], [26.679, -12.997, 12.806], [27.845, -13.271, 14.300], [26.208, -13.085, 14.563], [21.221, -18.001, 13.458], [20.095, -18.448, 14.291], [20.006, -18.084, 15.734], [18.772, -17.995, 13.379], [17.517, -18.020, 14.017], [16.618, -19.081, 13.584], [19.887, -20.259, 14.110], [17.068, -17.099, 13.645], [17.637, -17.907, 15.095], [16.646, -19.974, 14.208], [16.881, -19.355, 12.562], [15.620, -18.658, 13.468], [19.842, -20.583, 13.071], [19.103, -20.535, 14.816], [20.840, -20.642, 14.475]],
  "mulliken_charge": [1.560, 0.621, -0.162, -0.173, -0.163, 0.910, -0.402, -0.369, -0.343, -0.166, 0.933, -0.547, -0.235, -0.301, -1.188, -1.078, 0.348, 0.407, 0.258, 0.365, 0.355, 0.273, 0.433, 0.342, -0.528, 1.181, -0.667, -0.280, -0.374, -1.215, -0.735, 0.441, 0.335, 0.373, 0.342, 0.290, 0.348, 0.399, 0.067, -0.351, 0.950, -0.634, -0.389, 0.045, -1.101, -0.623, 0.080, 0.371, 0.336, 0.168, 0.388, 0.018, 0.472, 0.272, -0.576, 0.957, -0.507, -0.159, -0.330, -0.991, -1.047, 0.369, 0.362, 0.296, 0.254, 0.406, 0.368, 0.380, 0.438, -0.344, 0.910, -0.559, -0.131, -0.158, -1.375, -1.081, 0.157, 0.514, 0.311, 0.317, 0.415, 0.319, 0.359, 0.469],
  "lumo_energy_ev": -12.82,
  "de_lowest_kcal_mol": 123.1,
  "energy_ev": -133828.2843,
  "largest_force_ha_per_bohr": 0.1077,
  "total_charge": 2
}

6.
{
  "formula": "C27H23CaN2O2S2",
  "method": "ωB97M-V with the def2-TZVPD basis set",
  "elements": ["Ca", "C", "C", "C", "C", "C", "H", "H", "H", "H", "H", "S", "C", "N", "C", "C", "C", "C", "C", "C", "S", "H", "H", "H", "H", "C", "C", "C", "C", "C", "C", "N", "C", "C", "C", "C", "C", "C", "C", "O", "O", "C", "C", "H", "H", "H", "H", "H", "H", "H", "H", "H", "H", "H", "H", "H", "H"],
  "xyz": [[1.437, -1.884, 0.769], [2.119, -1.964, -1.835], [3.233, -1.439, -1.154], [3.780, -2.465, -0.350], [2.999, -3.627, -0.543], [1.973, -3.315, -1.457], [1.468, -1.416, -2.501], [3.591, -0.421, -1.218], [4.642, -2.380, 0.296], [3.152, -4.582, -0.060], [1.202, -3.989, -1.804], [1.786, -0.835, 3.442], [1.763, -2.523, 3.640], [1.544, -3.402, 2.679], [1.609, -4.705, 3.121], [1.421, -5.834, 2.326], [1.518, -7.087, 2.904], [1.798, -7.234, 4.263], [1.984, -6.119, 5.066], [1.888, -4.861, 4.488], [2.064, -3.287, 5.209], [1.204, -5.714, 1.272], [1.375, -7.968, 2.290], [1.870, -8.224, 4.695], [2.199, -6.226, 6.122], [-1.423, 6.261, -3.818], [-0.927, 5.674, -2.522], [-0.268, 6.483, -1.606], [0.224, 5.953, -0.422], [0.025, 4.616, -0.134], [-0.647, 3.791, -1.037], [-0.796, 2.431, -0.713], [-1.992, 1.792, -0.479], [-3.218, 2.457, -0.620], [-4.414, 1.796, -0.408], [-4.430, 0.455, -0.044], [-3.222, -0.201, 0.120], [-2.002, 0.436, -0.078], [-0.750, -0.355, 0.175], [-0.852, -1.593, 0.384], [0.371, 0.239, 0.186], [-1.103, 4.310, -2.255], [-1.733, 3.412, -3.285], [-1.301, 7.344, -3.820], [-2.478, 6.036, -3.986], [-0.871, 5.859, -4.671], [-0.132, 7.535, -1.829], [0.746, 6.586, 0.284], [0.375, 4.189, 0.797], [0.006, 1.912, -0.356], [-3.220, 3.507, -0.881], [-5.344, 2.340, -0.522], [-5.366, -0.062, 0.122], [-3.186, -1.240, 0.420], [-2.818, 3.535, -3.318], [-1.526, 2.367, -3.063], [-1.346, 3.635, -4.281]],
  "mulliken_charge": [1.507, -0.565, -0.559, -0.876, -0.477, -0.542, 0.413, 0.372, 0.384, 0.499, 0.363, -0.477, 0.597, -0.369, -0.563, -0.315, -0.650, -0.420, -0.462, 0.705, -0.300, 0.431, 0.356, 0.349, 0.365, -1.508, 1.095, -0.817, -0.716, -0.794, -0.121, 0.126, 0.322, -0.541, -0.676, -0.732, -0.326, -0.018, 1.601, -1.107, -1.215, 0.910, -1.615, 0.382, 0.300, 0.328, 0.332, 0.366, 0.513, 0.219, 0.522, 0.373, 0.378, 0.441, 0.348, 0.372, 0.492],
  "lumo_energy_ev": 2.56,
  "de_lowest_kcal_mol": 0.0,
  "energy_ev": -75564.6159,
  "largest_force_ha_per_bohr": 0.0069,
  "total_charge": -1
}